# 1
Density functional theory data (the ωB97M-V functional and the def2-TZVPD basis) for the molecule C7H9NO3S.

As for the HOMO energy: -10.0613 eV. As for the SMILES: NS(=O)(=O)c1ccc(CO)cc1. For the HOMO-LUMO gap, the calculation gives 10.31 eV.

Cartesian coordinates (Å):
N1 -3.42283 -0.19550 1.20437
S1 -2.81343 0.03083 -0.38642
O1 -3.12064 -1.21553 -1.11262
O2 -3.24439 1.35276 -0.86871
C1 -1.06169 0.11676 -0.18108
C2 -0.31918 1.30759 -0.16946
C3 1.03459 1.27985 0.02812
C4 1.69842 0.03473 0.16427
C5 3.20629 -0.05335 0.33887
O3 3.93909 -0.01618 -0.90898
C6 1.01971 -1.12642 -0.08440
C7 -0.38662 -1.07501 -0.16008
H1 -4.04771 0.59707 1.36852
H2 -4.06022 -1.04614 1.19638
H3 -0.80230 2.27564 -0.23582
H4 1.53954 2.21220 -0.01753
H5 3.61824 0.69969 0.98539
H6 3.39344 -1.07943 0.76830
H7 3.30760 -0.03476 -1.62718
H8 1.50481 -2.09432 -0.11307
H9 -0.98271 -1.97048 -0.18888



# 2
Density functional theory data (the ωB97M-V functional and the def2-TZVPD basis) for a cluster of 2 separate species, C2H8OS2 in total.

As for the HOMO energy: -8.9241 eV. As for the SMILES: CCSS.O. For the HOMO-LUMO gap, the calculation gives 9.44 eV.

Cartesian coordinates (Å):
C1 0.53690 0.39387 -1.80177
C2 0.02090 -0.38082 -0.61297
S1 -1.03407 -1.85996 -0.96475
S2 -0.72422 -2.84907 0.69870
H1 -0.25549 1.00185 -2.34650
H2 1.22213 -0.08941 -2.54030
H3 1.29735 1.01431 -1.36251
H4 -0.50772 0.22871 0.14275
H5 0.91484 -0.83723 0.06519
H6 -1.57197 -2.27658 1.60049
O1 0.18014 2.03664 2.08655
H7 -0.66660 2.27482 2.45714
H8 0.58781 1.34288 2.57799



# 3
Density functional theory data (the ωB97M-V functional and the def2-TZVPD basis) for a cluster of 3 separate species, C37H40F34O6 in total.

As for the HOMO energy: -8.7499 eV. As for the SMILES: C=CC(=O)OCCCCCC[C@@](CCF)(CCC(F)(F)C(F)(F)C(F)(F)C(F)(F)C(F)(F)C(F)(F)C(F)(F)C(F)(F)F)OC(=O)CC(C)C.FC(F)C(F)(F)COC(F)(F)C(F)F.FC(F)C(F)(F)COC(F)(F)C(F)F. For the HOMO-LUMO gap, the calculation gives 7.44 eV.

Cartesian coordinates (Å):
C1 -7.54457 8.74183 -2.11777
C2 -7.59805 7.68050 -3.01804
C3 -8.44903 6.54062 -2.63446
O1 -9.09710 6.47690 -1.65246
O2 -8.44096 5.47253 -3.54102
C4 -7.53323 4.50807 -3.01184
C5 -7.42762 3.30787 -3.98430
C6 -6.13900 2.52657 -3.59094
C7 -4.99772 2.69063 -4.62005
C8 -3.78100 1.83025 -4.14669
C9 -2.47056 2.68536 -4.12829
C10 -1.29583 2.04849 -3.33715
C11 -1.40082 2.21794 -1.78887
C12 -2.32140 3.34026 -1.30580
F1 -1.89355 4.59935 -1.66611
C13 -1.34272 0.51968 -3.61748
C14 0.00020 -0.15419 -3.20296
C15 -0.21678 -1.46402 -2.46365
F2 -1.01180 -2.23287 -3.26357
F3 -0.93651 -1.24382 -1.34298
C16 1.05783 -2.31022 -2.23242
F4 0.72360 -3.51369 -1.78035
F5 1.57735 -2.52606 -3.45449
C17 2.19488 -1.66235 -1.40615
F6 2.65399 -0.54449 -1.96082
F7 3.22650 -2.51388 -1.45104
C18 1.91305 -1.32586 0.09075
F8 1.18040 -0.21812 0.14779
F9 3.10879 -0.99466 0.61724
C19 1.37357 -2.46205 0.98655
F10 0.07471 -2.68455 0.82968
F11 1.97691 -3.62511 0.73491
C20 1.58646 -2.23083 2.53993
F12 2.82799 -2.47908 2.90586
F13 0.83723 -3.18808 3.12126
C21 1.04489 -0.89209 3.08724
F14 1.86785 0.13128 2.83662
F15 -0.13662 -0.55966 2.58049
C22 0.85743 -0.90115 4.65352
F16 -0.35165 -1.31241 4.96515
F17 0.99998 0.31171 5.13290
F18 1.73633 -1.68354 5.26203
O3 -0.04249 2.48374 -3.91368
C23 0.25368 3.81335 -3.71299
O4 -0.14532 4.67117 -4.39453
C24 1.21802 4.18367 -2.55996
C25 2.24806 3.05754 -2.28685
C26 3.21574 2.83463 -3.46762
C27 3.05674 3.41583 -1.01983
H1 -7.00578 8.59847 -1.18007
H2 -8.09154 9.65011 -2.38406
H3 -7.02246 7.63428 -3.94328
H4 -7.84545 4.11461 -2.03332
H5 -6.50860 4.90526 -2.88005
H6 -8.27249 2.64673 -3.75601
H7 -7.42502 3.63354 -5.02747
H8 -5.76091 2.88224 -2.61862
H9 -6.33918 1.45025 -3.51078
H10 -5.35313 2.30190 -5.58505
H11 -4.70981 3.73525 -4.79742
H12 -3.62199 1.09548 -4.94430
H13 -3.96768 1.31804 -3.19664
H14 -2.67222 3.72935 -3.86031
H15 -2.14006 2.71397 -5.17621
H16 -0.39491 2.38164 -1.37269
H17 -1.73576 1.27569 -1.33671
H18 -2.32712 3.30171 -0.20570
H19 -3.34877 3.12160 -1.62581
H20 -2.12796 0.05906 -3.01023
H21 -1.54347 0.28764 -4.66671
H22 0.59031 -0.30082 -4.11149
H23 0.53689 0.53038 -2.53535
H24 0.65805 4.44087 -1.65488
H25 1.76819 5.05948 -2.92211
H26 1.69221 2.12108 -2.13889
H27 2.65916 2.48100 -4.34514
H28 3.76101 3.76119 -3.68632
H29 3.92442 2.05393 -3.16176
H30 3.72707 2.57667 -0.79169
H31 2.38351 3.52550 -0.15747
H32 3.59726 4.35487 -1.18246
F19 -1.63875 -7.77243 4.43089
C28 -1.76045 -6.55491 3.86127
F20 -3.04264 -6.44078 3.43428
C29 -0.80919 -6.38280 2.67804
F21 -1.11381 -7.24523 1.68492
F22 -1.02152 -5.13314 2.17187
C30 0.69383 -6.48797 2.99675
O5 1.30923 -7.74081 2.74386
C31 1.22566 -8.72497 3.71292
F23 0.74038 -8.21724 4.86329
F24 2.49212 -9.12040 3.97070
C32 0.43009 -9.93973 3.23455
F25 -0.82301 -9.58942 2.87764
F26 0.33224 -10.84926 4.23210
H33 -1.58349 -5.78747 4.62078
H34 1.19579 -5.80639 2.31063
H35 0.93405 -6.11040 3.99169
H36 0.91759 -10.40513 2.37472
F27 6.71901 -0.10472 6.54660
C33 6.07770 -1.28812 6.65635
F28 6.73801 -2.01589 7.59025
C34 6.06218 -2.04779 5.33147
F29 7.31631 -2.38018 4.95568
F30 5.40443 -3.22355 5.55151
C35 5.34921 -1.35631 4.16015
O6 6.16566 -0.64888 3.24173
C36 6.52315 0.65091 3.54975
F31 5.81892 1.09761 4.60916
F32 6.15621 1.41233 2.49396
C37 8.03070 0.80177 3.75213
F33 8.46968 -0.00475 4.74041
F34 8.32401 2.07590 4.10240
H37 5.06056 -1.10975 7.01796
H38 4.91455 -2.15341 3.56468
H39 4.50043 -0.75596 4.49183
H40 8.56953 0.55127 2.83531



# 4
Density functional theory data (the ωB97M-V functional and the def2-TZVPD basis) for a structure of composition C22H46LiN4O2P2Si2.

As for the HOMO energy (spin up / spin down): -3.1937 / -3.5563 eV. Its charge is -1. For the HOMO-LUMO gap (spin up / spin down), the calculation gives 5.82 / 5.81 eV.

Cartesian coordinates (Å):
Li1 -0.17541 -0.99109 -0.76482
C1 1.88579 2.26411 -2.88652
Si1 0.73109 1.62711 -1.45762
C2 1.78939 2.12231 0.09548
C3 -0.65081 2.97451 -1.46472
C4 -0.32691 4.32611 -1.44972
C5 -1.30171 5.30911 -1.41122
C6 -2.63561 4.93981 -1.39202
C7 -2.97091 3.59641 -1.41722
C8 -1.99831 2.60381 -1.46102
Si2 -2.48731 0.75031 -1.44982
C9 -2.93511 0.40041 -3.29282
C10 -4.23121 0.72781 -0.57262
H1 2.23389 3.28541 -2.73472
H2 1.36319 2.23021 -3.83942
H3 2.76619 1.63231 -2.96612
H4 2.34489 3.05051 -0.03642
H5 2.50759 1.33911 0.31478
H6 1.15699 2.22771 0.97158
H7 0.71449 4.62291 -1.45222
H8 -1.02161 6.35561 -1.39962
H9 -3.40991 5.69701 -1.34862
H10 -4.01651 3.31511 -1.41222
H11 -3.81831 0.95061 -3.61432
H12 -3.12001 -0.65669 -3.45322
H13 -2.10561 0.69601 -3.92882
H14 -5.03011 1.13531 -1.19322
H15 -4.22891 1.29341 0.35758
H16 -4.50241 -0.29569 -0.33102
C11 4.74899 -0.16519 -0.66342
P1 3.26479 -1.17979 -1.15192
C12 3.75309 -1.43229 -2.92192
C13 3.85389 -2.83069 -0.51582
C14 2.94319 -3.92799 -1.04122
P2 1.15469 -3.38479 -0.75122
C15 0.34809 -4.59179 -1.88802
C16 0.94479 -4.32209 0.82568
H17 4.68709 0.79581 -1.17202
H18 5.69249 -0.64789 -0.91962
H19 4.71109 0.01591 0.41078
H20 4.73509 -1.90309 -3.00152
H21 3.76789 -0.46529 -3.42082
H22 3.00459 -2.05629 -3.40512
H23 3.79709 -2.79219 0.57708
H24 4.90149 -3.00819 -0.79152
H25 3.17659 -4.88649 -0.56382
H26 3.09699 -4.04829 -2.11612
H27 0.76019 -5.59509 -1.77072
H28 0.47219 -4.26279 -2.91982
H29 -0.70981 -4.58819 -1.64792
H30 1.26689 -5.35779 0.70208
H31 -0.10091 -4.30769 1.11158
H32 1.53909 -3.85309 1.61158
N1 -0.13001 -0.70079 1.28198
C17 -1.35681 -1.36139 1.68298
C18 -1.35291 -1.80579 3.15188
C19 -0.92571 -0.73289 4.15278
C20 -1.96851 0.36591 4.41098
N2 -2.25571 1.26151 3.31688
C21 -1.18991 1.98051 2.71938
N3 -1.66771 2.89781 1.72738
N4 -0.23731 2.50461 3.63588
C22 -1.60371 -2.60729 0.77768
O1 -2.23291 -3.55189 1.25248
O2 -1.10761 -2.53529 -0.37672
H33 0.65619 -1.26409 1.59438
H34 -0.07171 0.21851 1.72638
H35 -2.18761 -0.68299 1.45898
H36 -0.65701 -2.64859 3.23628
H37 -2.34081 -2.19529 3.40188
H38 -0.00451 -0.25159 3.82548
H39 -0.71861 -1.21359 5.11208
H40 -1.61531 0.98041 5.24818
H41 -2.91821 -0.09619 4.69818
H42 -2.81891 0.82481 2.59898
H43 -2.40911 2.48931 1.17248
H44 -0.94581 3.22191 1.09318
H45 -0.66811 3.05291 4.38488
H46 0.39219 3.11481 3.12918



# 5
Density functional theory data (the ωB97M-V functional and the def2-TZVPD basis) for a structure of composition C8H18Cl2FeO2PS.

As for the HOMO energy (spin up / spin down): -15.8940 / -16.4468 eV. Its charge is +2. For the HOMO-LUMO gap (spin up / spin down), the calculation gives 7.19 / 7.20 eV. As for the expectation value of S²: 8.7771. As for the multiplicity: 6.

Cartesian coordinates (Å):
C1 -0.62274 -2.96644 -2.70709
C2 -0.54960 -1.99570 -1.62308
H1 -1.64638 -3.06380 -3.08446
H2 -0.27945 -3.94208 -2.33339
H3 0.04410 -2.64833 -3.51785
O1 -1.48029 -1.44918 -1.01750
Cl1 1.42836 -2.00263 -1.01508
Fe1 0.80745 -0.34389 0.01464
P1 0.10418 1.58816 -0.92055
C3 -1.52029 2.37254 -0.71612
C4 1.19193 3.04245 -0.70734
H4 1.03016 0.61797 -2.93854
H5 0.29935 2.23489 -3.21949
H6 -0.74980 0.78226 -3.04669
C5 0.17611 1.26819 -2.71577
H7 2.23439 2.71025 -0.67329
H8 1.03973 3.74145 -1.53874
H9 -1.65041 3.15741 -1.47142
H10 -1.57678 2.81207 0.28689
H11 0.95290 3.53287 0.24324
H12 -2.30871 1.61743 -0.81609
C6 -1.21996 -0.23575 0.63104
O2 -2.23191 -0.10980 1.19199
Cl2 2.64574 0.53261 0.70036
C7 -0.67788 -2.00587 3.19147
S1 0.82949 -1.51785 2.36133
C8 1.54451 -0.48964 3.65441
H13 -1.47237 -2.14180 2.45804
H14 -0.95718 -1.24041 3.92136
H15 -0.45560 -2.95411 3.69286
H16 0.74375 -0.00155 4.21757
H17 2.12403 -1.14844 4.31009
H18 2.20318 0.24668 3.18722



# 6
Density functional theory data (the ωB97M-V functional and the def2-TZVPD basis) for a structure of composition C21H29N3O3.

As for the HOMO energy: -7.5583 eV. For the HOMO-LUMO gap, the calculation gives 7.15 eV.

Cartesian coordinates (Å):
C1 0.46000 5.45116 0.52733
C2 1.04079 4.34424 -0.50139
H1 1.99095 4.02304 -0.16396
H2 1.06912 4.70130 -1.54056
O1 -0.04979 3.13172 -0.76618
C3 -0.12582 2.28031 0.39278
O2 0.65755 2.24318 1.41594
C4 -1.13281 1.38000 0.02971
C5 -2.06382 1.49776 -1.02614
N1 -2.86945 0.54717 -1.25606
C6 -3.14942 -0.26875 -0.40491
C7 -4.24142 -1.27253 -0.83683
C8 -4.39931 -2.57213 0.02623
C9 -3.70040 -2.43867 1.37729
C10 -2.69026 -1.70285 1.50979
C11 -2.37088 -0.70570 0.86371
C12 -1.16004 0.05122 1.02190
N2 -0.33219 -0.05552 2.03490
C13 0.40695 -1.16736 2.22733
H3 0.19270 -1.38977 3.49032
C14 1.73231 -1.29646 1.79455
H4 2.17759 -0.38333 2.55172
C15 1.93140 -1.03971 0.42612
N3 3.22944 -1.40190 0.11590
C16 4.22501 -0.21371 0.01772
C17 5.72076 -0.79113 -0.15386
O3 5.72421 -1.30375 -1.51803
C18 4.83277 -1.97326 -1.87284
C19 3.28614 -1.76828 -1.37120
H5 2.72227 -2.59465 -1.64689
H6 3.08712 -0.74079 -2.13437
H7 4.85983 -2.32998 -3.04117
H8 5.08413 -3.01722 -1.27788
H9 6.32935 -0.13512 0.00943
H10 5.89184 -1.76134 0.45337
H11 4.24946 0.00933 1.37019
H12 3.99037 0.55472 -0.44338
H13 1.62429 -0.12552 0.31328
H14 1.25679 -1.83350 -0.09843
H15 2.11304 -2.10651 2.29344
H16 -0.14132 -2.15541 1.93187
H17 0.21039 0.85453 2.30332
H18 -2.28464 -1.80868 2.62324
H19 -4.06051 -3.43587 2.06857
H20 -5.32819 -3.01715 -0.16010
C20 -4.79837 -1.20875 -1.98342
H21 -4.22379 -0.87941 -2.72060
C21 -5.92002 -0.25934 -1.66752
H22 -6.62530 0.13113 -2.70337
H23 -6.83392 -0.37901 -0.85031
H24 -5.57429 0.88280 -1.47065
H25 -5.38125 -2.04318 -2.34085
H26 -1.74967 2.39476 -1.68090
H27 -0.48556 5.75260 0.21020
H28 0.42059 4.98812 1.56655
H29 1.17529 6.35715 0.66507



Table of molar mass (g/mol), in record order: 187.22, 112.22, 1226.65, 523.70, 336.02, 371.48
Table of electronic energy (eV), in record order: -25871.771, -25921.098, -143693.648, -68155.649, -92221.068, -32840.946